Density functional theory data (ωB97M-V/def2-TZVPD) for a molecular structure, C27H47ClFeN2O2Si2 at a distorted geometry.

```
82
Properties=species:S:1:pos:R:3:forces:R:3:mulliken_spin:R:1
Fe -0.47686 -0.00968 -0.11339 1.635 0.221 1.241 3.799
Cl -1.83942 0.43478 1.60645 -0.819 0.220 0.182 0.122
N 0.08168 2.09105 -0.09870 -1.585 0.833 -1.369 0.033
N -0.03773 -2.10425 0.14694 -1.385 -1.245 -1.662 0.104
C -0.85878 2.88625 -0.56462 1.444 -1.408 0.989 -0.018
C -0.82763 -2.96307 -0.48446 1.226 1.555 1.084 -0.022
C 1.07704 2.94897 0.55066 0.846 0.627 0.852 -0.004
C 0.33879 4.26464 0.71618 -0.177 0.079 -0.058 -0.002
C 2.33601 3.03150 -0.30491 -0.072 0.134 -0.381 0.000
C 1.47022 2.46050 1.90752 0.749 1.832 -0.936 0.027
H 2.04492 3.08982 -1.35573 0.262 0.115 -0.132 0.004
H 2.99216 2.15598 -0.16656 -0.371 0.244 0.004 -0.001
H 2.89072 3.93051 -0.01326 0.054 -0.158 -0.149 -0.002
H 0.61697 2.55614 2.60105 0.678 -0.323 -0.452 0.000
H 2.33528 3.02102 2.33106 -0.428 -0.002 -0.376 0.001
H 1.76291 1.38698 1.79442 -0.089 1.729 0.335 -0.007
C 0.80174 -2.89071 1.05881 -0.114 -0.123 1.228 0.017
C 0.60492 -4.32182 0.59654 -0.156 -0.245 -0.801 0.004
C 0.21386 -2.80248 2.46783 -0.380 0.275 0.506 0.008
C 2.26947 -2.51498 1.00652 0.298 0.272 -0.035 -0.014
H 2.59918 -2.51112 -0.03464 0.150 -0.224 -0.028 -0.002
H 2.85578 -3.22460 1.60500 -0.087 -0.020 -0.323 -0.001
H 2.49557 -1.52572 1.41308 -0.446 -0.288 -0.119 0.006
H -0.84722 -3.12322 2.48997 0.484 -0.057 -0.163 0.000
H 0.24455 -1.75533 2.81415 0.144 -0.591 -0.037 -0.013
H 0.80087 -3.42167 3.16914 -0.219 0.179 -0.270 0.003
O -0.59052 -4.25162 -0.24553 0.096 -0.319 0.055 0.007
H 0.42354 -5.03731 1.40411 -0.036 0.216 -0.192 -0.001
H 1.44948 -4.65574 -0.01472 -0.212 -0.155 -0.168 0.002
O -0.75672 4.16532 -0.22911 -0.292 0.852 -0.316 0.005
H 0.96915 5.13878 0.52319 -0.345 -0.048 -0.218 0.000
H -0.10198 4.34147 1.72504 0.088 -0.003 -0.436 0.001
C -2.02398 2.45132 -1.39643 0.503 -0.238 0.122 0.085
C -1.95780 -2.57920 -1.40787 0.900 -0.207 0.558 0.018
C -1.59674 -1.29242 -2.08444 -0.085 -0.708 -1.967 0.086
H -2.83781 -2.43861 -0.78026 -0.225 0.008 0.083 0.021
H -2.14806 -3.41444 -2.08324 0.037 0.101 -0.018 -0.004
C -2.02762 -0.07139 -1.49506 -0.895 0.024 0.152 0.418
C -1.64818 1.16222 -2.09176 -0.121 0.889 -1.843 -0.044
H -2.78897 -0.08416 -0.72653 -0.330 -0.014 -0.159 0.060
C -0.97367 1.17464 -3.31175 -0.825 1.130 1.464 -0.152
C -0.63974 -0.04514 -3.89739 0.955 -0.223 -1.628 0.563
C -0.56766 2.47308 -3.98038 0.106 -0.327 0.019 -0.003
C -0.91654 -1.27198 -3.29789 -0.546 -0.908 1.188 -0.143
H -0.17319 -0.03689 -4.88925 -0.070 -0.036 0.348 0.053
C -0.44474 -2.55314 -3.94726 0.090 0.257 -0.103 -0.002
H -0.04933 -2.33112 -4.94372 -0.038 -0.101 0.132 0.007
H -1.25358 -3.27920 -4.05710 0.021 -0.004 -0.013 -0.001
H 0.35436 -3.03133 -3.36805 -0.060 0.034 -0.047 0.005
H -1.39875 3.17848 -4.05762 0.027 -0.025 -0.003 -0.001
H -0.20413 2.26331 -4.99164 -0.053 0.078 0.123 0.008
H 0.24289 2.97574 -3.43740 -0.070 -0.042 -0.028 0.007
H -2.28961 3.26276 -2.08296 0.065 -0.160 0.116 -0.014
H -2.86707 2.27542 -0.71962 0.012 0.073 0.017 0.014
C -0.34520 2.08747 4.70453 -0.169 0.745 0.414 0.000
Si -0.20489 0.33587 3.95504 0.226 -0.549 2.284 -0.004
C 0.26444 -0.75124 5.58621 0.385 0.220 0.477 0.003
C -2.08410 -0.15583 4.43150 -0.455 -0.002 -0.440 0.006
C 1.23615 0.27155 2.73490 -2.673 -5.186 1.192 0.034
Si 2.76918 -0.21920 3.61837 -4.043 1.668 -2.062 -0.005
C 2.95870 -1.88928 4.32907 1.094 -0.749 0.622 0.000
C 4.14996 0.14976 2.44500 1.061 -0.217 0.323 -0.001
C 2.82529 1.16729 4.84515 1.207 -0.077 0.904 0.002
H -0.78158 2.05459 5.72100 0.044 -0.235 -0.362 0.000
H -1.03030 2.71881 4.11586 0.089 -0.118 0.010 0.000
H 0.58971 2.65258 4.81500 -0.113 -0.171 -0.211 0.000
H -0.35601 -0.43602 6.44944 0.121 0.006 -0.422 -0.001
H 0.04184 -1.82496 5.44863 -0.050 0.277 -0.177 0.000
H 1.29694 -0.71364 5.96657 -0.225 -0.018 -0.169 -0.001
H -2.84809 0.47836 3.94607 0.368 -0.282 0.066 0.000
H -2.33478 -1.20334 4.18527 0.106 0.279 -0.068 0.002
H -2.27377 -0.05255 5.52361 0.552 -0.004 -0.527 0.001
H 0.95045 -0.28832 1.76538 0.441 0.847 1.222 -0.079
H 3.37300 -2.57421 3.58462 0.115 0.006 0.171 0.000
H 3.73833 -1.64922 5.06263 0.246 -0.710 0.321 0.000
H 2.12553 -2.37153 4.84276 0.105 0.390 -0.210 0.001
H 4.10066 1.13320 1.95308 -0.100 -0.348 0.316 0.000
H 4.95508 0.14896 3.19746 0.629 0.122 -0.648 0.000
H 4.32808 -0.63585 1.70242 0.176 0.184 0.160 0.000
H 2.89249 2.15305 4.36944 0.058 -0.355 -0.023 0.000
H 2.08611 1.20900 5.64775 0.191 -0.172 -0.242 0.000
H 3.80386 0.90758 5.26734 0.274 0.676 0.708 0.000
```
Forces are in eV/Å.

- frontier orbital gap (alpha / beta) (Eh) = 0.1435 / 0.1614
- E_LUMO (alpha / beta) (eV) = 2.6 / 2.5
- maximum force (eV/Å) = 5.95
- net charge = -1
- electronic energy (eV) = -98499.704
- 2S+1 = 6
- <S²> = 8.77


Density functional theory data (ωB97M-V/def2-TZVPD) for 20 unconnected molecules or ions with the total composition H39O20 at a distorted geometry.

```
59
Properties=species:S:1:pos:R:3:forces:R:3:nbo_charge:R:1
O -0.81479 3.13314 2.18576 -0.342 -3.657 -2.596 -0.837
H 2.06503 1.61520 1.32793 0.080 -0.311 3.524 0.483
O -4.78378 -0.19149 3.08371 -0.317 1.140 -0.085 -0.955
H -4.22144 -0.76991 2.58706 0.196 -0.568 -0.565 0.467
H -4.76615 -0.60772 3.93187 -0.297 -0.177 1.048 0.464
O 4.49764 -0.28250 4.18560 -0.231 -0.050 -1.059 -0.953
H 4.68546 0.21428 3.34820 -0.429 -0.565 0.952 0.492
H 3.87447 -1.00399 3.96346 0.598 0.726 0.051 0.459
O -2.39005 -3.73600 -0.47103 -5.297 1.521 -0.980 -1.006
H -2.51964 -3.30387 -1.39931 -0.173 -0.998 2.584 0.488
H 0.49985 -2.62941 -1.07495 -0.173 0.324 -0.251 0.495
O -0.33426 -2.89030 -1.49341 0.819 0.455 -0.369 -0.971
H -1.63381 2.57031 1.99147 0.703 1.534 1.214 0.459
H -0.88148 -2.11032 -1.70853 0.974 -0.721 0.143 0.477
O 3.69402 0.11261 -1.46933 -4.540 2.131 -1.802 -1.006
H -0.27449 2.48547 1.56205 -0.479 2.417 1.878 0.435
H -1.54491 -3.97992 -0.61311 4.599 -1.553 -0.041 0.479
O -2.92310 -1.96717 -2.15847 -1.053 5.889 0.427 -0.957
H -2.57273 -0.91075 -2.11345 -1.637 -4.331 -0.882 0.497
H -3.83357 -1.82079 -1.73995 1.608 -0.608 -0.947 0.496
O -0.22476 -0.37037 -5.23792 -1.384 1.238 4.362 -0.915
H 3.45462 -0.19666 -2.43909 0.812 0.974 2.936 0.486
H -1.59107 0.36947 5.33876 0.133 -0.992 1.038 0.471
O -0.99561 0.10490 -1.89657 1.188 0.327 2.240 -0.922
H -1.37302 -0.46053 -1.17899 0.173 0.537 -0.172 0.479
H -0.25105 0.51846 -1.32897 -1.137 -1.056 -2.081 0.479
O -3.34535 -2.00637 1.86406 -2.669 0.374 0.162 -0.931
H -3.45015 -2.31763 0.97554 -0.710 -0.892 -1.263 0.511
H -2.48480 -2.28307 1.97995 2.904 -1.339 1.160 0.475
O 1.30629 1.78493 -2.04057 -2.739 -3.913 -4.890 -0.889
H -1.69514 3.23594 -0.52265 -0.107 0.324 -0.201 0.450
H 1.94501 2.19525 -1.62027 5.187 3.656 2.938 0.472
O 2.18949 1.68421 0.42791 -4.008 0.217 -3.894 -0.988
H 1.12238 1.67427 0.10100 3.749 0.123 1.057 0.465
H 2.71407 0.63985 -1.18014 4.357 -2.551 -1.246 0.503
O -2.07001 4.12896 -0.48628 -0.134 -0.485 1.945 -0.932
H -2.18107 4.21403 0.51075 0.249 0.260 -1.834 0.481
H 0.26056 -0.77874 -4.46754 -0.031 -0.011 -1.566 0.462
O -1.72776 0.94244 4.61287 1.191 2.609 0.966 -0.927
H -0.82612 0.16445 -4.55197 1.427 -1.245 -2.706 0.454
H -2.09551 0.47242 3.92249 -1.408 -1.648 -1.988 0.456
O -1.71572 -0.54738 0.82663 -6.026 9.284 -7.261 -0.966
H -2.59783 -0.60465 1.15714 -0.810 -0.367 0.743 0.511
H -1.17686 -1.03952 1.18628 8.085 -8.193 5.971 0.452
O 4.44272 1.51441 1.50883 1.921 -0.931 2.102 -0.932
H 4.49265 0.87951 0.82538 1.366 -2.207 -0.982 0.464
H 3.82332 1.95787 1.01036 -2.238 3.066 -0.945 0.469
O -0.34946 1.59189 0.06862 1.357 8.570 -4.121 -0.529
H 0.54556 1.96377 -1.56488 -2.215 1.213 0.797 0.451
H -0.50768 0.83315 0.41353 -2.445 -8.647 4.432 0.450
O 5.34018 -2.29963 0.81016 2.036 -2.707 -4.912 -0.938
H 4.73236 -2.58781 0.05694 1.107 0.469 1.941 0.483
H 4.84746 -1.88578 1.42333 -2.798 2.044 3.362 0.450
O -1.98844 3.15599 -4.20293 -0.206 -2.717 -2.733 -0.962
H -1.99461 2.24097 -4.80518 0.218 3.578 3.235 0.485
H -1.80561 3.06159 -3.25702 -0.056 -0.803 -0.550 0.479
O 2.88596 -2.09157 -0.53433 0.268 0.485 1.654 -1.036
H 3.50996 -1.30283 -0.20940 -1.887 -2.392 -2.661 0.533
H 3.01279 -2.48308 -1.42137 0.672 1.149 0.725 0.492
```
Forces are in eV/Å.

- frontier orbital gap (alpha / beta) (Eh) = 0.3733 / 0.1793
- E_LUMO (alpha / beta) (eV) = -1.2 / -6.5
- maximum force (eV/Å) = 13.24
- net charge = 0
- electronic energy (eV) = -41572.163
- 2S+1 = 2
- <S²> = 0.76


Density functional theory data (ωB97M-V/def2-TZVPD) for a single C17H18ClNO2S molecule.

```
40
Properties=species:S:1:pos:R:3:forces:R:3:nbo_charge:R:1
O -1.08033 -1.21391 -2.12318 -0.024 -0.345 -0.230 -0.625
C -0.30688 -0.35537 -1.75962 0.508 0.219 0.130 0.666
C 1.16409 -0.67140 -1.48084 -0.147 -0.405 -0.187 -0.160
O 1.72648 0.33491 -0.67071 0.205 0.093 0.123 -0.533
C 3.00726 0.17213 -0.21457 0.105 0.132 0.092 0.386
C 3.84272 -0.88500 -0.55092 -0.342 -0.044 -0.173 -0.329
C 5.12396 -0.93967 -0.02544 0.112 0.061 0.095 -0.184
C 5.58205 0.04514 0.82904 0.148 -0.100 -0.003 -0.241
C 4.74772 1.10073 1.16252 -0.067 0.013 -0.018 -0.187
C 3.46995 1.16644 0.64697 -0.163 -0.046 -0.104 -0.285
N -0.62947 0.93684 -1.59003 0.146 0.491 0.019 -0.611
C -1.99099 1.41260 -1.66080 -0.142 -0.199 -0.089 -0.244
C -2.31943 2.31236 -0.46997 -0.504 -0.083 0.057 -0.544
S -4.06158 2.15242 0.04357 0.059 0.092 0.134 0.195
C -3.88587 1.01572 1.48215 -0.017 0.482 -0.360 -0.532
C -3.05997 -0.18739 1.18411 -0.022 -0.080 0.015 -0.106
C -1.75818 -0.28355 1.66564 -0.109 -0.021 -0.002 -0.151
C -0.97123 -1.38814 1.39507 0.093 -0.092 -0.006 -0.243
C -1.47910 -2.42506 0.63262 -0.012 0.007 0.109 -0.189
C -2.76868 -2.35251 0.13847 -0.116 0.038 0.048 -0.202
C -3.54697 -1.24070 0.41058 0.281 -0.110 0.115 -0.021
Cl -5.15501 -1.17151 -0.22225 -0.171 -0.078 -0.070 0.011
H 1.68777 -0.74257 -2.44527 -0.049 -0.010 0.124 0.200
H 1.20351 -1.65159 -0.99086 -0.040 0.121 -0.050 0.203
H 3.51249 -1.66512 -1.21843 -0.058 -0.056 -0.062 0.222
H 5.76620 -1.76554 -0.29321 0.046 -0.064 -0.023 0.216
H 6.58136 -0.00679 1.23286 0.086 -0.009 0.032 0.215
H 5.09441 1.87646 1.82872 0.018 0.069 0.054 0.216
H 2.80808 1.98096 0.89758 -0.080 0.092 0.029 0.219
H 0.09039 1.57034 -1.27716 0.001 -0.164 0.018 0.410
H -2.62749 0.52347 -1.66501 0.059 0.198 -0.027 0.243
H -2.15837 1.95299 -2.59891 -0.081 -0.088 0.066 0.197
H -2.16179 3.36327 -0.70963 0.092 -0.001 0.075 0.226
H -1.70717 2.04406 0.38932 0.107 0.079 -0.029 0.224
H -4.91344 0.74658 1.72348 0.024 0.029 0.087 0.248
H -3.45608 1.59696 2.29813 -0.040 -0.149 0.052 0.222
H -1.36295 0.51582 2.27773 -0.002 0.085 0.044 0.203
H 0.03585 -1.43463 1.78241 0.099 -0.020 0.039 0.217
H -0.87445 -3.29126 0.41380 0.064 -0.082 -0.042 0.219
H -3.16888 -3.14848 -0.46793 -0.061 -0.056 -0.082 0.231
```
Forces are in eV/Å.

- SMILES string = O=C(COc1ccccc1)NCCSCc1ccccc1Cl
- frontier orbital gap (Eh) = 0.3362
- E_LUMO (eV) = 0.6
- maximum force (eV/Å) = 0.60
- net charge = 0
- electronic energy (eV) = -46864.391


Density functional theory data (ωB97M-V/def2-TZVPD) for 4 unconnected molecules or ions with the total composition C2H13NO4 at a distorted geometry.

```
20
Properties=species:S:1:pos:R:3:forces:R:3:nbo_charge:R:1
N -0.00645 2.06960 -0.00567 0.181 -0.281 0.331 -0.879
C -0.60442 1.72190 -1.30648 0.317 0.325 0.232 -0.245
C -0.33207 0.30327 -1.73458 -1.638 -0.715 -0.612 -0.088
O -1.37542 -0.56408 -1.24441 0.327 0.365 0.357 -0.751
H -0.68016 2.28888 0.71540 -0.062 0.081 -0.158 0.378
H 0.66178 2.82427 -0.07214 -0.190 0.092 -0.044 0.369
H -0.23940 2.42503 -2.05825 0.151 -0.116 -0.066 0.186
H -1.68798 1.84997 -1.30205 -0.011 -0.036 0.168 0.207
H 0.62139 -0.12552 -1.47507 0.512 0.305 0.160 0.197
H -0.47723 0.26192 -2.80932 0.480 0.172 -0.492 0.161
H -0.93810 -1.36634 -0.93909 0.087 -0.067 0.169 0.493
O -0.67836 -2.01504 2.19928 0.473 0.263 0.765 -0.966
H -0.04716 -1.27516 2.29972 -0.289 0.023 -0.472 0.491
H -0.74493 -2.29053 3.12216 -0.305 -0.324 -0.178 0.462
O 1.12678 0.01399 1.68153 0.693 0.552 -0.118 -1.006
H 2.02673 0.27802 1.91581 -0.108 -0.390 0.200 0.476
H 0.88866 0.72002 1.03554 -0.628 -0.149 -0.140 0.509
O 0.90964 -2.18610 -0.34055 0.044 -0.081 -0.170 -0.972
H 0.89691 -1.82079 0.55479 -0.014 0.012 -0.041 0.500
H 0.67979 -3.11330 -0.23663 -0.020 -0.030 0.106 0.476
```
Forces are in eV/Å.

- SMILES string = NCCO.O.O.O
- frontier orbital gap (Eh) = 0.3692
- E_LUMO (eV) = 0.6
- maximum force (eV/Å) = 1.89
- net charge = 0
- electronic energy (eV) = -11965.046